[1]
DFT (the ωB97M-V functional and the def2-TZVPD basis) results for a molecular structure, C9H14CdN2O4S at a distorted geometry.

Structure (XYZ):
```
31
Properties=species:S:1:pos:R:3
Cd 2.6821 -1.3165 -0.3515
O 1.9609 -3.7610 1.9849
C 2.2709 -2.9921 1.1978
C 4.0077 0.0472 -2.2522
O 4.0447 0.8606 -3.0461
C 2.2425 -3.0124 -2.2674
O 1.7707 -3.6191 -3.1064
C 3.9365 0.0219 1.2159
O 4.3449 0.7572 2.0042
H 4.9028 -2.6850 -0.4100
H 5.0880 -2.1690 -0.9501
C -3.1325 -1.0705 1.0561
C -1.8847 -0.2883 1.4352
N -0.8074 -0.4786 0.4294
C -0.2441 0.4531 -0.3317
S 0.9824 0.0485 -1.4953
N -0.6935 1.7426 -0.2678
C -2.1103 2.1137 -0.5951
C -2.4387 3.3692 0.1952
H -3.5192 -0.7755 0.0689
H -3.9137 -0.8786 1.8014
H -2.9130 -2.1483 1.0481
H -2.0672 0.7860 1.5158
H -1.4860 -0.6401 2.3991
H -0.4405 -1.4227 0.3324
H -0.0595 2.3891 -0.7408
H -2.1341 2.3155 -1.6806
H -2.7916 1.2845 -0.3586
H -1.8084 4.2049 -0.1309
H -3.4800 3.6504 0.0253
H -2.3097 3.2130 1.2748
```

Summary:
HOMO level ... -16.421 eV
Gap between HOMO and LUMO ... 8.561 eV
Total charge ... +2
Molecular weight ... 358.7 u

Atomic partial charges in e from the Löwdin method, atoms 1 to 8: Cd 0.964; O 0.176; C -0.023; C -0.098; O 0.116; C -0.061; O 0.136; C -0.008



[2]
DFT (the ωB97M-V functional and the def2-TZVPD basis) results for a single C9H14Cl3NO3S molecule.

Structure (XYZ):
```
31
Properties=species:S:1:pos:R:3
C 1.8059 -2.9298 -0.6475
C 0.6111 -2.1929 -1.2363
N 0.4872 -0.8032 -0.8032
C 0.1575 -0.5140 0.5525
Cl 1.6935 -0.4653 1.5466
C -0.7559 -1.5374 1.2594
C -2.1895 -1.5463 0.6890
O -2.3665 -0.5709 -0.3630
S -2.1741 0.9467 0.0501
O -3.0447 1.2640 1.1338
O -2.2119 1.6480 -1.1863
C -0.4890 0.8818 0.7434
C 0.3092 2.1498 0.5099
Cl 0.5616 3.0042 2.0186
C 0.7937 2.7427 -0.5797
C 1.5696 4.0274 -0.5470
Cl 0.5144 2.1599 -2.1819
H 1.9218 -3.8877 -1.1588
H 1.7050 -3.1245 0.4208
H 2.7168 -2.3467 -0.7898
H 0.7407 -2.1480 -2.3198
H -0.3164 -2.7618 -1.0627
H -0.1328 -0.3020 -1.4227
H -0.3143 -2.5295 1.1746
H -0.7789 -1.2918 2.3212
H -2.9291 -1.3454 1.4655
H -2.4330 -2.4936 0.2143
H -0.7290 0.9030 1.8063
H 2.0679 4.1886 -1.4997
H 0.8965 4.8674 -0.3571
H 2.3126 4.0072 0.2494
```

Summary:
SMILES string ... CCN[C@]1(Cl)CCOS(=O)(=O)[C@@H]1/C(Cl)=C(/C)Cl
HOMO level ... -9.325 eV
Gap between HOMO and LUMO ... 9.955 eV
Total charge ... 0
Molecular weight ... 322.6 u
ΔE to the lowest compared entry with this formula, charge and spin ... 0.0 kJ/mol

Atomic partial charges in e from the Löwdin method, atoms 1 to 8: C -0.108; C -0.257; N -0.043; C -0.762; Cl 0.703; C -0.157; C -0.154; O -0.236



[3]
DFT (the ωB97M-V functional and the def2-TZVPD basis) results for 2 unconnected molecules or ions with the total composition C9H14Cl4FN4O2.

Structure (XYZ):
```
34
Properties=species:S:1:pos:R:3
C -0.1036 0.6238 -4.6071
C -0.0937 -0.0186 -3.2212
C -0.0383 1.0059 -2.1135
F -1.2052 1.7452 -2.0662
N 0.1975 0.4258 -0.7926
C 1.5705 0.2511 -0.3195
O 1.8859 1.0507 0.7910
C 2.1545 2.3755 0.4961
C 3.3123 2.9374 1.2646
O 1.4861 2.9757 -0.3030
C -0.7902 0.0115 -0.0004
N -0.6125 -0.5970 1.1912
C -1.8268 -0.8323 1.6348
N -2.7627 -0.4098 0.7930
N -2.1033 0.1323 -0.2712
H 0.5140 1.5246 -4.6092
H -1.1042 0.9092 -4.9250
H 0.3238 -0.0512 -5.3453
H 0.8201 -0.6116 -3.1127
H -0.9255 -0.7135 -3.0760
H 0.7852 1.6965 -2.2916
H 2.2343 0.4664 -1.1570
H 1.7037 -0.7816 -0.0100
H 3.7467 2.1987 1.9306
H 4.0592 3.2811 0.5505
H 2.9580 3.7963 1.8328
H -2.0628 -1.3013 2.5795
H -3.7635 -0.4497 0.9034
H -2.5726 0.5663 -1.0512
C -1.5823 -4.4688 5.1021
Cl -0.2986 -5.3966 4.3397
Cl -3.0560 -5.4206 5.1831
Cl -1.0949 -3.9574 6.7080
Cl -1.8978 -3.0072 4.1060
```

Summary:
HOMO level ... -13.290 eV
Gap between HOMO and LUMO ... 10.444 eV
Total charge ... +1
Molecular weight ... 371.0 u
ΔE to the lowest compared entry with this formula, charge and spin ... 0.0 kJ/mol

Atomic partial charges in e from the Löwdin method, atoms 1 to 8: C -0.073; C -0.171; C -0.313; F 0.036; N 0.052; C -0.121; O 0.013; C -0.477



[4]
DFT (the ωB97M-V functional and the def2-TZVPD basis) results for a single C9H14ClNOS molecule at a distorted geometry.

Structure (XYZ):
```
27
Properties=species:S:1:pos:R:3
C 1.7404 -0.9330 -1.3253
C 0.9228 -0.1052 -1.0862
C -1.7432 -0.6253 0.2838
C 2.6620 -2.0554 -1.4660
C 0.7905 2.2311 -0.3958
C -1.0554 1.3083 -1.8225
C -1.1639 -0.1537 3.0981
C 0.0038 0.9511 -0.7519
C -0.7442 0.4670 0.4838
N -1.4056 -1.7348 -0.3411
O -2.8614 -0.5604 0.7452
S -0.0797 0.7786 1.9813
Cl 1.9096 -0.0126 3.3045
H 3.0528 -2.4383 -0.4166
H 2.3328 -2.8586 -2.0629
H 3.5291 -1.4745 -2.0668
H 1.2741 2.7064 -1.2740
H 1.6326 1.9065 0.3353
H -0.0318 3.0047 -0.0321
H -1.6805 2.0083 -1.2260
H -1.6634 0.4070 -2.0607
H -0.5118 1.8626 -2.5959
H -1.2128 -1.2029 3.2052
H -2.1164 0.2262 2.7258
H -0.9999 0.3135 4.0199
H -0.4119 -1.6028 -0.8290
H -2.1688 -2.4138 -0.4300
```

Summary:
HOMO level (alpha / beta) ... -8.611 / -8.607 eV
Gap between HOMO and LUMO (alpha / beta) ... 7.510 / 7.504 eV
Total charge ... 0
Molecular weight ... 219.7 u
ΔE to the lowest compared entry with this formula, charge and spin ... 92.0 kJ/mol

Atomic partial charges in e from the Löwdin method, atoms 1 to 8: C -0.074; C -0.044; C -0.639; C -0.086; C -0.074; C -0.005; C -0.313; C -0.612



[5]
DFT (the ωB97M-V functional and the def2-TZVPD basis) results for 2 unconnected molecules or ions with the total composition C9H14F2NPSi at a distorted geometry.

Structure (XYZ):
```
28
Properties=species:S:1:pos:R:3
C -2.9063 -2.0825 -0.2502
C -3.1809 -1.0907 0.6622
C -1.8104 -1.9862 -1.1432
C -2.2709 -0.0290 0.7724
C -0.9725 -0.9179 -1.0030
C -1.1924 0.1124 -0.0624
C 4.4205 -1.8702 0.3060
C -0.9516 2.7384 1.3368
C -0.0311 2.4705 -1.2201
N 2.8430 0.6600 0.8102
F 1.6253 -1.8314 0.3698
F 2.6460 -0.7657 -1.5842
Si 2.8413 -0.7314 -0.0023
P 0.0638 1.4936 0.3457
H -3.6435 -2.8922 -0.3412
H -3.9445 -1.2044 1.4110
H -1.4145 -2.8955 -1.6417
H -2.5863 0.5617 1.6831
H -0.0625 -0.8523 -1.6455
H 5.1387 -1.3670 -0.3511
H 4.8388 -1.6356 1.3126
H 4.2727 -2.9493 0.1236
H -0.5570 2.8790 2.3373
H -0.6361 3.6887 0.6929
H -1.9905 2.4391 1.5048
H -0.0923 2.0101 -2.1553
H -1.0454 2.7311 -1.0034
H 0.5989 3.3169 -1.2650
```

Summary:
HOMO level (alpha / beta) ... -8.860 / -8.829 eV
Gap between HOMO and LUMO (alpha / beta) ... 6.625 / 6.794 eV
Total charge ... 0
Molecular weight ... 233.3 u
ΔE to the lowest compared entry with this formula, charge and spin ... 498.1 kJ/mol

Atomic partial charges in e from the Löwdin method, atoms 1 to 8: C -0.085; C -0.095; C -0.079; C -0.132; C -0.120; C -0.349; C -0.148; C -0.256



[6]
DFT (the ωB97M-V functional and the def2-TZVPD basis) results for 2 unconnected molecules or ions with the total composition C9H14I2O4 at a distorted geometry.

Structure (XYZ):
```
29
Properties=species:S:1:pos:R:3
C 3.6066 -2.5959 -0.4402
O 2.4804 -2.1162 -1.1929
C 1.4839 -1.4924 -0.5167
O 1.4993 -0.3296 -0.2954
C 0.3215 -2.3946 -0.1375
I 0.6764 -2.9723 1.9143
C -1.0580 -1.7593 -0.2439
C -2.1939 -2.7125 0.1373
I -1.3052 -1.1189 -2.2892
H 3.2982 -3.3319 0.3122
H 4.2734 -3.0724 -1.1646
H 4.1267 -1.7592 0.0433
H 0.3666 -3.3265 -0.7108
H -1.0983 -0.8406 0.3524
H -2.4136 -2.6271 1.2082
H -3.1070 -2.4833 -0.4182
H -1.9228 -3.7553 -0.0830
O -2.6282 1.5582 1.0562
C -1.8401 2.3926 0.7129
O -2.0260 3.7114 0.9689
C -0.9698 4.4875 0.3763
C 0.1955 3.5170 0.2015
C -0.5377 2.2004 -0.0310
H -1.3280 4.8754 -0.5801
H -0.7583 5.3222 1.0402
H 0.8668 3.8039 -0.6047
H 0.7746 3.4625 1.1244
H -0.7679 2.0305 -1.0852
H -0.0152 1.3263 0.3456
```

Summary:
SMILES string ... COC(=O)[C@@H](I)[C@H](C)I.O=C1CCCO1
HOMO level ... -9.581 eV
Gap between HOMO and LUMO ... 9.334 eV
Total charge ... 0
Molecular weight ... 440.0 u

Atomic partial charges in e from the Löwdin method, atoms 1 to 8: C -0.056; O -0.080; C -0.665; O 0.115; C -0.699; I 0.946; C -0.817; C -0.200



[7]
DFT (the ωB97M-V functional and the def2-TZVPD basis) results for a molecular structure, C9H14LaN2P at a distorted geometry.

Structure (XYZ):
```
27
Properties=species:S:1:pos:R:3
C -2.6157 2.8059 -0.1467
C -2.2928 2.4937 -1.5013
C -2.7640 1.1712 -1.7722
C -3.3987 0.6752 -0.5854
C -3.3146 1.6802 0.4158
La -0.6600 0.8197 -0.0846
P 0.4775 2.0275 2.2037
H -2.4327 3.7397 0.3554
H -1.6867 3.1137 -2.1598
H -2.5121 0.5778 -2.6419
H -3.7392 1.6466 1.4085
H -3.7919 -0.3288 -0.4439
H -0.0243 1.9220 3.5302
H 1.0006 3.3523 2.1582
H 1.7000 1.3034 2.3581
C 3.2284 -2.9886 -1.3469
N 2.2854 -2.2813 -0.4655
C 2.0689 -2.5778 0.8750
C 1.1126 -1.7182 1.3082
N 0.7247 -0.9187 0.2190
C 1.5107 -1.2960 -0.8305
H 4.2435 -2.8922 -0.9372
H 2.9447 -4.0498 -1.3916
H 3.1689 -2.5324 -2.3443
H 2.6150 -3.3633 1.4039
H 0.6559 -1.5265 2.2564
H 1.4962 -0.8552 -1.8408
```

Summary:
HOMO level (alpha / beta) ... -3.443 / -3.448 eV
Gap between HOMO and LUMO (alpha / beta) ... 3.480 / 3.483 eV
Total charge ... 0
Molecular weight ... 320.1 u
ΔE to the lowest compared entry with this formula, charge and spin ... 0.0 kJ/mol

Atomic partial charges in e from the Löwdin method, atoms 1 to 8: C -0.277; C -0.290; C -0.288; C -0.268; C -0.252; La 1.199; P 0.405; H 0.082



[8]
DFT (the ωB97M-V functional and the def2-TZVPD basis) results for a single C9H14N2O molecule at a distorted geometry.

Structure (XYZ):
```
26
Properties=species:S:1:pos:R:3
C -3.2904 -1.4858 0.0952
C -3.6113 0.8980 0.5624
C -1.4264 0.0499 -0.2065
C -0.8817 1.3374 -0.0221
C 0.5047 1.5512 -0.1404
C 1.3515 0.4807 -0.4634
C 2.8619 0.6616 -0.5482
C 0.7939 -0.8009 -0.6252
C -0.5860 -1.0027 -0.5179
H -3.0604 -2.0697 -0.8008
H -2.8679 -2.0534 0.9325
H -4.3811 -1.4966 0.1463
H -3.4898 1.8140 0.0008
H -4.6465 0.5347 0.5315
H -3.3991 1.1429 1.6217
H -1.4867 2.1718 0.2966
H 0.9159 2.5293 0.0151
H 3.3040 0.1880 -1.4420
H 3.1275 1.7344 -0.5666
H 3.2128 0.5740 1.4103
H 4.3582 -1.6009 0.7307
H 1.4304 -1.6504 -0.8664
H -0.9470 -2.0286 -0.6665
N -2.7929 -0.1412 -0.0190
N 3.6724 0.1565 0.5823
O 3.4345 -1.2543 0.7388
```

Summary:
SMILES string ... CN(C)c1ccc(CNO)cc1
HOMO level ... -7.545 eV
Gap between HOMO and LUMO ... 8.460 eV
Total charge ... 0
Molecular weight ... 166.2 u
ΔE to the lowest compared entry with this formula, charge and spin ... 169.6 kJ/mol

Atomic partial charges in e from the Löwdin method, atoms 1 to 8: C -0.090; C -0.080; C -0.242; C -0.019; C -0.036; C -0.227; C -0.185; C -0.033



[9]
DFT (the ωB97M-V functional and the def2-TZVPD basis) results for a molecular structure, C9H14N2PPd at a distorted geometry.

Structure (XYZ):
```
27
Properties=species:S:1:pos:R:3
C -0.0491 -0.5452 -1.5978
C -0.9914 -1.3894 -2.2958
C -0.5182 -2.7028 -2.3451
C 0.7081 -2.7562 -1.6085
C 1.0599 -1.3905 -1.2332
Pd 0.3930 1.2364 0.5967
P -0.4193 3.1740 0.3701
H 0.0121 0.5454 -1.6755
H -1.9055 -0.9930 -2.6848
H -0.9578 -3.5522 -2.8579
H 1.8987 -1.0253 -0.6962
H 1.2832 -3.6511 -1.4161
H -1.5350 3.3012 1.2593
H -0.8899 3.4850 -0.9461
H 0.5332 4.1842 0.7068
C -1.1620 -0.5928 5.5753
N -0.6808 -0.6338 4.1922
C -0.6065 -1.7941 3.4219
C -0.1053 -1.4274 2.2165
N 0.0286 -0.0573 2.1842
C -0.2810 0.3979 3.3891
H -2.1067 -1.1453 5.6739
H -0.4486 -1.0336 6.2910
H -1.3244 0.4434 5.8654
H -0.9012 -2.7510 3.7727
H 0.1811 -2.0128 1.3655
H -0.2269 1.4139 3.7409
```

Summary:
HOMO level (alpha / beta) ... -0.112 / -2.854 eV
Gap between HOMO and LUMO (alpha / beta) ... 2.715 / 5.008 eV
2S+1 ... 3
Total charge ... -1
Molecular weight ... 287.6 u
<S²> ... 2.00
ΔE to the lowest compared entry with this formula, charge and spin ... 112.9 kJ/mol

Atomic partial charges in e from the Löwdin method, atoms 1 to 8: C -0.263; C -0.222; C -0.220; C -0.203; C -0.235; Pd 0.192; P 0.417; H 0.018



[10]
DFT (the ωB97M-V functional and the def2-TZVPD basis) results for a molecular structure, C9H14N2PSV at a distorted geometry.

Structure (XYZ):
```
28
Properties=species:S:1:pos:R:3
C -2.1336 0.3429 -2.1477
C -2.7952 1.5500 -1.8670
C -3.3494 1.8030 -0.5905
C -2.7630 1.3710 0.6119
C -1.3930 1.1628 0.8219
V -0.9007 0.4066 -0.7940
P 0.8653 1.5604 -1.5888
H -2.0681 -0.1282 -3.1237
H -2.9988 2.2625 -2.6801
H -4.2700 2.3895 -0.5324
H -0.9055 1.2980 1.7862
H -3.4172 1.3825 1.4934
H 1.8783 2.1628 -0.7826
H 0.6366 2.6674 -2.4689
H 1.7066 0.7973 -2.4746
C 0.3650 -1.4156 2.4081
N 1.4175 -1.6041 1.4122
C 2.7730 -1.7650 1.6875
C 3.4311 -1.7968 0.4982
N 2.4599 -1.6904 -0.4997
C 1.2245 -1.5552 0.0715
S -0.3375 -1.7051 -0.6844
H 0.0787 -0.3532 2.4849
H -0.5237 -1.9992 2.1247
H 0.7612 -1.7688 3.3699
H 3.1454 -1.8616 2.6972
H 4.4785 -1.9177 0.2680
H 2.6342 -1.5961 -1.5012
```

Summary:
HOMO level (alpha / beta) ... -0.563 / -1.802 eV
Gap between HOMO and LUMO (alpha / beta) ... 3.749 / 4.871 eV
2S+1 ... 4
Total charge ... -1
Molecular weight ... 264.2 u
<S²> ... 3.86
ΔE to the lowest compared entry with this formula, charge and spin ... 15.5 kJ/mol

Atomic partial charges in e from the Löwdin method, atoms 1 to 8: C -0.318; C -0.306; C -0.255; C -0.298; C -0.294; V 0.012; P 0.663; H 0.007



[11]
DFT (the ωB97M-V functional and the def2-TZVPD basis) results for a single C9H14N2S2 molecule at a distorted geometry.

Structure (XYZ):
```
27
Properties=species:S:1:pos:R:3
C 0.8309 0.5341 1.8981
C -0.7860 1.4189 -0.3722
C -1.9982 1.7537 -1.0767
C 0.2517 -0.7583 1.3120
C 0.3445 0.6182 -0.9646
C 0.4346 -0.6943 -0.2173
C 0.9216 -1.9954 1.9648
C 1.6833 1.3331 -1.0610
C -0.7784 -1.6041 -0.6598
N 0.4245 1.7028 1.5492
N -0.6313 1.8324 0.8132
S -3.2635 2.5123 -0.3301
S -2.2630 1.2002 -2.8129
H 1.6567 0.3435 2.4914
H -0.8182 -0.9672 1.5393
H 0.1003 0.4032 -1.9483
H 1.3725 -1.1864 -0.2988
H 1.8820 -2.1818 1.5212
H 0.2171 -2.9183 2.1074
H 1.1179 -1.6540 2.9618
H 1.9809 1.8713 -0.2227
H 1.6545 1.9453 -1.9451
H 2.4929 0.6109 -1.1321
H -1.6643 -1.0437 -0.4070
H -0.8481 -2.6060 -0.0563
H -0.7232 -1.8854 -1.8080
H -3.5916 1.4149 -2.8453
```

Summary:
SMILES string ... C[C@H]1[C@H](C)C(C(=S)S)=NN=C[C@@H]1C
HOMO level ... -8.491 eV
Gap between HOMO and LUMO ... 7.356 eV
Total charge ... 0
Molecular weight ... 214.4 u
ΔE to the lowest compared entry with this formula, charge and spin ... 356.9 kJ/mol

Atomic partial charges in e from the Löwdin method, atoms 1 to 8: C -0.060; C -0.389; C -1.014; C -0.325; C -0.307; C -0.293; C -0.064; C -0.024



[12]
DFT (the ωB97M-V functional and the def2-TZVPD basis) results for a gas-phase ion, C9H14N3O2 (charge +1) at a distorted geometry.

Structure (XYZ):
```
28
Properties=species:S:1:pos:R:3
C 1.5413 2.9803 1.1991
C 1.4922 1.9401 1.8494
C 1.2371 0.5143 2.3572
N 0.7484 -0.4392 1.3131
C -0.5850 -0.8166 1.7288
N -0.8887 -1.8906 2.4147
N -1.5401 0.1528 1.2397
C -0.8772 0.6063 -0.0322
C 0.6070 0.0454 -0.0804
C 0.5793 -1.3442 -0.8933
O 1.0615 -1.2199 -2.2307
C 0.4593 -0.1630 -2.9233
C -1.0012 -0.1774 -3.4729
O 1.1217 0.8397 -3.0750
H 1.4283 3.9345 0.6488
H 2.1492 0.1307 2.8804
H 0.4380 0.5939 3.1523
H -1.7252 -1.8604 3.0016
H -0.3177 -2.7309 2.3168
H -1.7173 0.8996 1.9205
H -0.8402 1.7261 0.0516
H -1.5102 0.1650 -0.8326
H 1.4148 0.6558 -0.5396
H 1.3243 -1.9963 -0.3575
H -0.4090 -1.8773 -0.8005
H -1.3021 0.8997 -3.5732
H -1.7478 -0.6589 -2.7972
H -1.0373 -0.6189 -4.5054
```

Summary:
SMILES string ... C#CCN1C(N)=[NH+]C[C@@H]1COC(C)=O
HOMO level ... -13.369 eV
Gap between HOMO and LUMO ... 8.500 eV
Total charge ... +1
Molecular weight ... 196.2 u
ΔE to the lowest compared entry with this formula, charge and spin ... 363.9 kJ/mol

Atomic partial charges in e from the Löwdin method, atoms 1 to 8: C 0.130; C -0.083; C -0.129; N -0.053; C -0.268; N 0.295; N 0.089; C -0.087